[1]
This record from the Open Molecules 2025 dataset describes C4H5NOS in the gas phase. The level of theory is ωB97M-V/def2-TZVPD.

The geometry in XYZ format:
```
12
Properties=species:S:1:pos:R:3:forces:R:3:mulliken_charge:R:1
C -1.49984 -0.70668 -1.10988 0.66 -2.04 1.41 -0.7181
C -1.17421 0.13735 -0.14916 -1.25 1.20 -0.24 -0.0411
C -0.33408 0.10003 1.04914 1.88 1.08 -0.26 -0.2364
O 0.84504 -0.74418 0.96052 0.75 -0.14 -0.48 -0.3375
S 1.83171 -0.79136 -0.42914 -1.20 -0.36 1.12 0.0305
C 2.87061 0.52633 -0.25976 -1.24 -0.52 0.03 0.3426
N 3.41047 1.53387 -0.26879 1.02 1.04 0.16 -0.3481
H -2.38365 -0.48296 -1.64801 -0.23 0.24 -1.20 0.3088
H -1.10300 -1.76010 -1.12484 -0.43 1.21 -0.13 0.2127
H -1.59082 1.15527 -0.21269 -0.42 -0.56 -0.09 0.2062
H -0.79478 -0.14211 2.01372 -0.20 -0.55 -0.48 0.3188
H -0.07745 1.17455 1.17891 0.68 -0.60 0.17 0.2616
```
Positions in Å, forces in eV/Å.

Output
Lowest unoccupied orbital energy: -0.26 eV
Orbital gap: 9.5386 eV
Energy: -683.4942 a.u.
SMILES: C=CCOSC#N
E_HOMO: -9.80 eV



[2]
This record from the Open Molecules 2025 dataset describes 2 unconnected molecules or ions with the total composition C4H13N2OS. The level of theory is ωB97M-V/def2-TZVPD.

The geometry in XYZ format:
```
21
Properties=species:S:1:pos:R:3:forces:R:3:mulliken_charge:R:1
C 1.55223 -0.04718 2.46894 0.29 0.64 -0.45 -0.8490
N 0.91114 0.96118 1.63576 -0.74 -0.05 0.63 -0.2708
C 1.76154 2.02044 1.24020 0.41 -0.18 -0.78 -0.4335
O 2.88532 1.62175 0.40899 -0.32 -0.22 0.17 -0.4857
H 2.21936 -0.66981 1.86333 0.10 -0.23 0.25 0.2377
H 0.85581 -0.67073 3.02931 -0.27 -0.01 -0.26 0.3588
H 2.14041 0.50376 3.21225 0.19 -0.21 0.03 0.3302
H 0.44643 0.57186 0.78656 0.41 0.07 0.34 -0.0028
H 2.22160 2.52212 2.09698 -0.09 0.01 0.10 0.3373
H 1.17397 2.72627 0.64909 -0.14 0.08 0.12 0.2800
C -2.13659 -0.58117 -1.75182 -0.94 -0.81 -0.20 -1.4806
C -0.78748 -1.22066 -1.50749 0.49 0.42 0.20 -0.3590
S 0.56224 0.02739 -1.41157 0.00 0.01 -0.29 -1.1391
N -3.22606 -1.58487 -1.67591 0.20 -0.10 0.65 -1.9768
H -2.35228 0.15952 -0.97971 0.20 0.16 -0.12 0.5706
H -2.15980 -0.10545 -2.73546 0.39 0.29 0.08 -0.0686
H -0.80368 -1.78093 -0.56949 -0.15 -0.10 -0.12 0.4747
H -0.54861 -1.91422 -2.31717 -0.15 -0.01 0.04 0.1896
H 2.47642 1.00725 -0.23623 0.15 0.09 0.03 0.2617
H -4.12566 -1.16838 -1.91329 0.01 0.00 -0.17 1.2169
H -3.06630 -2.37813 -2.29327 -0.03 0.15 -0.26 0.8082
```
Positions in Å, forces in eV/Å.

Output
Total charge: -2
Lowest unoccupied orbital energy (spin up / spin down): 5.74 / 5.66 eV
Orbital gap (spin up / spin down): 1.5956 / 5.7813 eV
Multiplicity: 2
Energy: -743.0104 a.u.
E_HOMO (spin up / spin down): 4.15 / -0.12 eV



[3]
This record from the Open Molecules 2025 dataset describes C6H9NO2 in the gas phase. The level of theory is ωB97M-V/def2-TZVPD.

The geometry in XYZ format:
```
18
Properties=species:S:1:pos:R:3:forces:R:3:mulliken_charge:R:1
C -1.56315 0.21048 0.97393 0.39 -0.36 -0.14 -1.9200
C -0.33792 -0.04611 0.09922 0.26 0.23 0.35 1.5235
C -0.70037 0.15291 -1.37967 0.04 -0.23 -0.15 -1.5810
C 0.83898 0.85786 0.49873 -0.27 -0.04 -0.25 -0.7160
C 2.06461 0.32523 -0.16187 -0.93 -0.14 0.72 -0.1112
N 2.24552 -0.89313 -0.42721 2.44 -0.12 -2.00 -0.4246
O 1.29671 -1.87866 -0.36612 -0.80 1.07 1.35 -0.1447
C 0.13021 -1.49425 0.27188 -0.92 -0.61 -0.51 0.3729
O -0.52097 -2.35853 0.77126 -0.12 -0.03 0.23 -0.5289
H -1.30786 0.14584 2.02404 0.04 -0.05 0.26 0.4028
H -1.96837 1.19200 0.77836 -0.07 0.36 -0.12 0.4245
H -2.31888 -0.53434 0.76633 -0.24 -0.11 -0.01 0.4125
H -1.54213 -0.50331 -1.63682 0.19 0.19 -0.04 0.3949
H -0.99292 1.19336 -1.55659 -0.01 -0.15 0.09 0.4043
H 0.14079 -0.08067 -2.04205 -0.16 0.01 0.10 0.3607
H 0.65798 1.89371 0.21193 -0.09 0.05 0.00 0.3829
H 0.98839 0.83985 1.58668 -0.02 0.03 -0.11 0.3382
H 2.88938 0.97775 -0.41204 0.28 -0.11 0.21 0.4091
```
Positions in Å, forces in eV/Å.

Output
Lowest unoccupied orbital energy: 0.66 eV
Orbital gap: 10.5198 eV
Energy: -439.2065 a.u.
SMILES: CC1(C)CC=NOC1=O
E_HOMO: -9.86 eV



[4]
This record from the Open Molecules 2025 dataset describes C3H10N2O in the gas phase. The level of theory is ωB97M-V/def2-TZVPD.

The geometry in XYZ format:
```
16
Properties=species:S:1:pos:R:3:forces:R:3:mulliken_charge:R:1
C 1.40299 0.62756 -0.16308 -0.02 0.18 -0.05 -1.6464
C 0.22200 -0.30986 -0.34611 -1.56 -0.09 -3.47 0.9927
N -0.12321 -0.46996 -1.86855 1.50 -0.01 1.80 -0.7607
O 0.48910 -1.58094 0.16176 0.26 -0.22 0.72 -0.5819
C -1.11685 0.20563 0.14594 0.74 0.56 3.62 -0.6059
N -0.95033 0.27283 1.71491 -0.69 0.12 -1.58 -0.6438
H 2.28658 0.23796 -0.68110 -0.22 -0.01 0.03 0.3879
H 1.67018 0.71321 0.89484 -0.13 -0.05 -0.07 0.4004
H 1.18597 1.62885 -0.54493 -0.01 -0.12 -0.01 0.3363
H -0.63269 -1.34900 -1.94440 -0.09 0.12 0.16 0.3008
H 0.76560 -0.67482 -2.32347 -0.07 0.09 -0.13 0.2731
H 0.50680 -1.47647 1.13234 -0.18 -0.13 -0.32 0.4107
H -1.92817 -0.50256 -0.03290 0.26 0.08 -0.24 0.3780
H -1.35339 1.20847 -0.21130 0.02 -0.26 -0.38 0.3256
H -1.88837 0.29344 2.11636 0.31 -0.04 0.00 0.2269
H -0.53619 1.17564 1.94969 -0.11 -0.23 -0.08 0.2063
```
Positions in Å, forces in eV/Å.

Output
Lowest unoccupied orbital energy: 0.95 eV
Orbital gap: 10.8120 eV
Energy: -305.0448 a.u.
SMILES: C[C@@](N)(O)CN
E_HOMO: -9.86 eV



[5]
This record from the Open Molecules 2025 dataset describes a molecular structure, C31H78CuN5O11. The level of theory is ωB97M-V/def2-TZVPD.

The geometry in XYZ format:
```
126
Properties=species:S:1:pos:R:3:forces:R:3:mulliken_charge:R:1
Cu 3.35267 -1.57488 0.21617 -0.60 0.23 -0.37 0.6379
C 0.72046 0.39147 -1.06418 1.00 0.44 -0.07 -0.4749
O 1.58531 0.04690 -0.04033 0.21 -0.16 0.30 -0.0673
H 1.00619 -0.06604 -2.02912 -0.23 -0.30 -0.11 -0.1028
H -0.35179 0.20854 -0.89727 -0.08 -0.30 0.14 -0.5288
H 0.76350 1.46931 -1.31157 -0.01 0.21 0.14 0.1933
C 2.84289 7.22388 1.89074 0.07 0.43 -0.96 -0.7807
O 2.45400 6.12197 1.10594 0.17 -0.22 -0.16 -0.3477
C 1.73533 5.13108 1.82576 -0.29 0.58 0.21 -0.6392
C 1.97262 3.77711 1.15989 0.84 0.59 0.92 -0.3429
N 1.41434 2.68810 1.93855 -0.36 -0.02 0.07 0.1087
C -0.01791 2.76345 2.19409 -0.02 -0.68 0.19 -0.1120
C -0.61026 1.36304 2.40754 -0.22 0.47 -0.67 0.1766
O -1.90724 1.59256 2.91663 -0.26 -0.02 0.44 -0.4981
C -2.82229 0.53086 2.73598 0.70 0.04 -0.11 0.5106
H 3.29853 7.93055 1.19455 -0.06 0.05 -0.01 0.2655
H 3.62516 6.99823 2.61885 -0.27 -0.30 0.33 0.3260
H 1.97566 7.72712 2.32273 0.02 -0.07 0.38 0.3137
H 0.66590 5.38893 1.83252 0.01 -0.02 -0.13 0.3140
H 2.05151 5.21839 2.87236 0.10 -0.74 0.03 0.4199
H 3.05954 3.65934 1.18097 0.04 -0.15 -0.23 0.3383
H 1.68983 3.88704 0.10653 -0.40 -0.32 -0.06 0.2090
H 1.60301 1.79217 1.49568 0.00 0.05 -0.39 -0.5736
H -0.57115 3.20081 1.35613 -0.01 0.09 -0.07 -0.1860
H -0.27709 3.34617 3.08095 0.28 0.16 0.04 0.3241
H -0.05510 0.69657 3.07646 0.28 0.23 0.06 0.3774
H -0.63802 0.88967 1.41426 -0.02 -0.22 0.18 -0.1033
H -2.96467 0.40433 1.65674 -0.93 0.28 0.55 -0.2031
H -3.70145 0.76341 3.32855 -0.26 0.10 -0.37 0.3836
H -2.43840 -0.43823 3.08545 0.02 0.27 0.19 0.0206
C 3.05646 -1.71352 3.64373 0.15 0.12 0.48 -0.8850
O 3.99737 -1.08543 2.80553 0.52 -0.50 -0.22 -0.2147
C 3.95167 0.32625 2.74376 0.08 0.00 -0.27 0.3838
C 4.93450 0.76611 1.67334 -0.28 0.70 1.23 -1.4158
N 4.40631 0.45130 0.38705 1.02 -1.17 -0.45 0.9203
C 5.37147 0.61245 -0.68265 -1.39 -0.74 -1.28 -0.9418
C 4.77266 0.08161 -2.00187 0.79 1.15 0.08 -0.7249
O 4.72746 -1.31809 -1.96334 -0.26 -0.16 0.69 -0.0991
C 4.65249 -1.97048 -3.19509 0.87 0.05 -0.53 -0.9307
H 3.16245 -1.34016 4.66858 -0.31 0.23 0.00 0.4416
H 3.29481 -2.77444 3.71706 0.06 -0.03 -0.39 0.1737
H 2.03487 -1.60325 3.27465 -0.08 0.12 0.06 0.2465
H 4.24327 0.81024 3.68177 -0.26 -0.25 0.24 0.4943
H 2.94291 0.61968 2.44363 -0.02 0.25 0.26 -0.2196
H 5.91760 0.33152 1.88659 -0.16 -0.62 -0.42 0.4022
H 5.16943 1.83261 1.83790 -0.46 0.19 -0.26 0.5298
H 3.43211 0.71377 0.18959 -0.06 0.38 -0.04 -0.1366
H 6.23958 -0.03685 -0.55283 0.17 0.26 0.56 0.3306
H 5.67887 1.64738 -0.86545 0.12 0.11 0.22 0.3870
H 5.47605 0.43200 -2.77027 -0.11 -0.26 -0.28 0.5341
H 3.80550 0.55085 -2.20749 -0.22 -0.24 0.04 0.2308
H 3.68877 -1.88389 -3.70703 -0.05 0.00 0.19 0.2690
H 4.92743 -3.01375 -3.02393 -0.38 -0.02 0.01 0.2140
H 5.44561 -1.57589 -3.85166 -0.26 0.01 -0.12 0.4198
C 0.00805 -4.83399 4.76075 1.24 -1.04 -0.01 -0.9099
O 0.02054 -3.82648 3.78859 -0.36 0.41 0.33 -0.1175
C -1.20765 -3.74630 3.07966 0.40 0.55 -0.06 -1.0397
C -1.14291 -2.53591 2.13930 0.71 -1.70 0.39 1.2486
N -2.19651 -2.68745 1.15081 -0.51 2.02 0.15 -0.2992
C -2.20776 -1.51579 0.26068 0.15 -0.47 -1.30 1.9816
C -3.48250 -1.51026 -0.57368 0.94 -0.10 -0.33 -0.4959
O -4.59020 -1.51925 0.28568 -0.30 0.09 0.12 -0.3504
C -5.84178 -1.57542 -0.39428 0.62 0.38 0.72 -0.5884
H 0.29057 -5.79996 4.31243 -0.63 -0.10 -0.20 0.3269
H -0.91747 -4.94387 5.32655 -0.15 0.23 -0.10 0.3083
H 0.84850 -4.71403 5.45065 -0.23 0.66 0.11 0.2567
H -2.03833 -3.60583 3.78102 -0.07 -0.23 0.07 0.4567
H -1.34752 -4.66607 2.50467 -0.22 0.01 -0.08 0.4186
H -0.18131 -2.62359 1.63087 0.08 0.21 -0.19 -0.6712
H -1.08050 -1.61723 2.73159 -0.30 -0.01 -0.21 -0.5319
H -3.11617 -2.59588 1.58507 0.15 -0.52 0.38 0.5583
H -1.34705 -1.59118 -0.40954 -0.10 -0.10 -0.15 -0.7058
H -2.09989 -0.50620 0.68101 0.14 -0.77 0.33 -1.7119
H -3.51268 -2.39101 -1.22926 -0.03 -0.02 -0.01 0.7030
H -3.42754 -0.60728 -1.19726 -0.25 -0.44 -0.03 0.0025
H -6.11511 -0.57142 -0.72751 -0.06 -0.10 -0.28 0.0736
H -6.55671 -1.88140 0.36560 -0.19 -0.20 -0.22 0.2602
H -5.77720 -2.27525 -1.22745 -0.25 -0.06 -0.06 0.3372
C 0.86280 -2.64749 -3.87672 -1.08 -0.71 -0.02 -0.1909
O 1.29190 -3.92885 -3.42519 0.85 0.38 -0.06 -0.3197
C 0.64633 -4.41863 -2.27729 -0.35 0.15 0.94 -0.7584
C 0.91416 -3.53263 -1.03649 0.38 0.04 -0.55 0.2638
N 2.37094 -3.43453 -0.79254 0.25 -0.09 0.78 0.7398
C 2.87125 -4.60878 -0.02003 -0.33 -0.50 -1.70 -0.5838
C 4.38432 -4.59155 0.00708 0.01 0.39 0.34 -0.8857
O 4.73305 -3.41941 0.69947 -0.21 0.48 -0.09 -0.0994
C 6.02947 -3.22215 1.19141 0.30 0.34 0.87 -0.8780
H -0.17242 -2.80860 -4.20624 -0.01 0.51 -0.17 0.3289
H 1.46824 -2.34316 -4.72503 0.13 -0.15 0.02 0.2981
H 0.85915 -1.86477 -3.11710 0.25 -0.09 0.06 -0.0610
H 1.04981 -5.42070 -2.13398 0.01 -0.05 0.02 0.3170
H -0.43782 -4.52999 -2.40517 -0.04 0.15 -0.22 0.3720
H 0.41320 -3.87939 -0.13320 -0.11 -0.18 -0.12 0.1553
H 0.53757 -2.53198 -1.24943 0.02 0.05 0.23 -0.8703
H 2.77086 -3.60042 -1.71620 0.20 0.59 0.00 0.1212
H 2.58389 -5.45581 -0.65873 0.08 -0.54 0.61 0.5006
H 2.39454 -4.72220 0.95096 0.11 0.36 0.11 0.2560
H 4.75738 -4.55650 -1.02479 0.12 -0.08 0.00 0.2524
H 4.80825 -5.46521 0.51352 -0.12 -0.09 -0.05 0.4942
H 5.91272 -2.37828 1.87741 0.14 -0.14 0.03 0.1453
H 6.81054 -2.92889 0.48021 -0.36 -0.28 -0.47 0.2380
H 6.37854 -4.08417 1.77293 -0.04 -0.07 -0.13 0.3745
C -2.20192 2.74687 -0.80467 0.40 0.48 -0.37 -0.4621
O -3.39509 2.89040 -1.55142 -0.26 0.10 0.85 -0.3852
C -4.08202 1.70088 -1.80034 -0.58 -0.42 -0.75 0.3747
C -5.55663 2.02143 -2.08173 0.58 -0.50 0.00 -0.8599
N -5.74032 2.70435 -3.35135 0.82 -0.79 0.48 -0.2681
C -7.10242 3.01601 -3.71689 0.13 1.37 -0.05 -0.8510
C -7.60511 4.28087 -3.02659 -0.77 0.32 0.08 -0.5013
O -6.82265 5.43929 -3.26160 0.13 -0.31 0.07 -0.3714
C -6.92763 5.91455 -4.59161 -0.52 0.23 0.62 -0.7163
H -2.17481 1.96306 -0.04176 -0.49 -0.32 -0.24 0.1466
H -2.04312 3.66785 -0.24446 0.03 0.16 -0.27 0.3183
H -1.38745 2.58888 -1.51551 0.28 -0.06 0.27 0.2569
H -4.04099 0.98487 -0.96787 -0.03 0.62 0.21 -0.3866
H -3.64126 1.18022 -2.66688 -0.05 0.04 -0.02 0.3290
H -5.86782 2.59005 -1.19396 -0.44 -0.05 -0.07 0.2414
H -6.07824 1.06183 -2.15277 -0.16 0.11 0.26 0.3635
H -5.11425 3.50107 -3.29728 -0.49 0.38 -0.51 0.3259
H -7.82447 2.22863 -3.49882 0.35 -0.34 0.13 0.3632
H -7.14702 3.18707 -4.79584 0.01 -0.16 -0.05 0.3804
H -7.67071 4.13642 -1.94746 0.36 0.06 0.07 0.3185
H -8.63492 4.51317 -3.33421 -0.07 -0.19 -0.17 0.4357
H -7.98454 6.01825 -4.87171 -0.01 -0.29 -0.13 0.3233
H -6.41288 5.25061 -5.28642 0.11 0.28 -0.21 0.2807
H -6.55395 6.93665 -4.57272 0.47 -0.18 -0.25 0.2556
```
Positions in Å, forces in eV/Å.

Output
Lowest unoccupied orbital energy: 0.64 eV
Orbital gap: 7.4427 eV
Energy: -3969.5239 a.u.
E_HOMO: -6.81 eV



[6]
This record from the Open Molecules 2025 dataset describes C7H10 in the gas phase. The level of theory is ωB97M-V/def2-TZVPD.

The geometry in XYZ format:
```
17
Properties=species:S:1:pos:R:3:forces:R:3:mulliken_charge:R:1
C 2.53844 1.24081 -1.01926 -0.28 0.48 -0.65 -0.9025
C 1.52778 0.67014 -0.35780 2.29 1.30 0.25 -0.0112
C 0.59830 -0.32037 -0.80101 -1.55 -1.41 1.93 -0.4781
C -0.37838 -0.70043 0.08590 -0.48 0.95 -2.02 0.8159
C -1.23294 -1.90795 -0.16026 0.77 -0.80 -1.33 -1.3778
C -0.90515 0.12799 1.23036 1.61 -1.02 -0.58 -0.5771
C -1.67124 1.18743 1.16510 -0.82 3.00 -0.50 -0.5596
H 2.63823 1.16324 -2.07617 -0.03 -0.49 -0.88 0.2853
H 3.26433 1.96240 -0.64928 -0.34 -0.32 0.67 0.2695
H 1.60689 0.89301 0.69938 -0.79 -0.11 0.24 0.2545
H 0.78317 -0.97571 -1.66386 0.09 0.51 0.29 0.3565
H -1.85667 -1.81791 -1.06018 -0.58 0.64 0.58 0.2978
H -0.63500 -2.76128 -0.54742 0.01 0.17 1.00 0.3572
H -1.79044 -2.12685 0.74008 -0.31 -0.49 -0.16 0.3831
H -0.53120 -0.28651 2.15483 -0.38 0.22 0.67 0.3722
H -1.99706 1.78639 0.27608 0.53 -1.50 0.06 0.2439
H -1.95906 1.86558 1.98350 0.25 -1.15 0.44 0.2706
```
Positions in Å, forces in eV/Å.

Output
Lowest unoccupied orbital energy: 0.99 eV
Orbital gap: 9.2594 eV
Energy: -272.6224 a.u.
SMILES: C=C/C=C(/C)C=C
E_HOMO: -8.27 eV